[1]
C2HFN2O2 | the ωB97M-V functional and the def2-TZVPD basis

LUMO level (eV): 0.251
HOMO level (hartree): -0.3923
Kohn-Sham gap (eV): 10.9
Total charge: 0

Atoms and positions in Å:
C1 0.91 -0.14 0.12
C2 -1.06 -0.20 -0.08
H1 -1.43 1.67 0.46
N1 0.03 -1.02 0.07
N2 -0.70 1.05 -0.14
O1 -2.21 -0.61 0.00
O2 0.66 1.20 0.05
F1 2.16 -0.51 -0.07

These are the natural (NBO) partial charges, in e, on atoms 1 to 6: number 1, C, carries 0.855; number 2, C, carries 0.673; number 3, H, carries 0.430; number 4, N, carries -0.498; number 5, N, carries -0.328; number 6, O, carries -0.584

---

[2]
C2HI5 | the ωB97M-V functional and the def2-TZVPD basis

LUMO level (spin up / spin down) (eV): -1.294 / -1.282
HOMO level (spin up / spin down) (hartree): -0.3120 / -0.2996
Kohn-Sham gap (spin up / spin down) (eV): 7.2 / 6.9
Total charge: 0

Atoms and positions in Å:
C1 2.01 -0.41 -0.03
C2 -1.68 0.77 0.01
I1 2.13 -1.73 -1.64
I2 2.06 -1.07 2.00
I3 -1.52 -0.33 -1.81
I4 -1.93 -0.27 1.76
I5 -2.33 2.74 -0.19
H1 1.26 0.29 -0.10

These are the natural (NBO) partial charges, in e, on atoms 1 to 6: number 1, C, carries -0.536; number 2, C, carries -0.826; number 3, I, carries 0.218; number 4, I, carries 0.173; number 5, I, carries 0.239; number 6, I, carries 0.305

---

[3]
C2HIN2O2 | the ωB97M-V functional and the def2-TZVPD basis

LUMO level (eV): -0.654
HOMO level (hartree): -0.3931
SMILES string: N#C[C@@H](I)[N+](=O)[O-]
Kohn-Sham gap (eV): 10.0
Total charge: 0

Atoms and positions in Å:
N1 0.80 -1.11 2.00
C1 0.30 -0.89 1.02
C2 -0.21 -0.40 -0.32
I1 -2.19 -0.54 -0.80
N2 0.24 1.03 -0.26
O1 1.42 1.20 -0.56
O2 -0.58 1.80 0.03
H1 0.22 -1.08 -1.11

These are the natural (NBO) partial charges, in e, on atoms 1 to 6: number 1, N, carries -0.244; number 2, C, carries 0.232; number 3, C, carries -0.414; number 4, I, carries 0.264; number 5, N, carries 0.528; number 6, O, carries -0.357

---

[4]
C2HIN3 | the ωB97M-V functional and the def2-TZVPD basis

LUMO level (spin up / spin down) (eV): -8.639 / -8.637
HOMO level (spin up / spin down) (hartree): -0.5446 / -0.5447
Kohn-Sham gap (spin up / spin down) (eV): 6.2 / 6.2
Total charge: +1

Atoms and positions in Å:
C1 -0.22 -0.40 -0.18
C2 0.07 -1.72 -0.27
N1 -1.53 -0.59 -0.20
N2 -0.73 -2.68 -0.18
N3 -1.78 -1.90 -0.16
I1 -3.40 -2.89 -0.50
H1 0.35 0.51 -0.11

These are the natural (NBO) partial charges, in e, on atoms 1 to 6: number 1, C, carries -0.127; number 2, C, carries 0.639; number 3, N, carries -0.075; number 4, N, carries -0.223; number 5, N, carries -0.149; number 6, I, carries 0.624

---

[5]
C2HIO2 | the ωB97M-V functional and the def2-TZVPD basis

LUMO level (spin up / spin down) (eV): -0.217 / -1.760
HOMO level (spin up / spin down) (hartree): -0.3227 / -0.3156
Kohn-Sham gap (spin up / spin down) (eV): 8.6 / 6.8
Total charge: 0

Atoms and positions in Å:
C1 0.47 0.48 1.45
C2 -0.54 0.27 -1.44
O1 0.46 -0.70 1.40
O2 -0.91 0.75 -2.43
I1 -0.57 -1.91 -1.00
H1 1.09 1.12 2.02

Formally, the natural (NBO) partial charges of the atoms, in units of the elementary charge, are as follows: number 1, C, carries 0.347; number 2, C, carries 0.390; number 3, O, carries -0.454; number 4, O, carries -0.478; number 5, I, carries 0.060; number 6, H, carries 0.135

---

[6]
C2HInLiO2 | the ωB97M-V functional and the def2-TZVPD basis

LUMO level (spin up / spin down) (eV): -6.572 / -7.748
HOMO level (spin up / spin down) (hartree): -0.5248 / -0.5082
Kohn-Sham gap (spin up / spin down) (eV): 7.7 / 6.1
Total charge: +1

Atoms and positions in Å:
O1 -1.71 -0.03 0.25
C1 -0.96 0.84 -0.25
C2 0.30 0.76 -0.73
H1 0.40 0.31 -1.73
Li1 -0.59 -1.62 0.64
In1 1.23 0.52 1.68
O2 1.32 -0.77 0.14

These are the Löwdin partial charges, in e, on atoms 1 to 6: number 1, O, carries -0.076; number 2, C, carries -0.205; number 3, C, carries -0.039; number 4, H, carries 0.109; number 5, Li, carries 0.745; number 6, In, carries 1.064

---

[7]
C2HN2PS | the ωB97M-V functional and the def2-TZVPD basis

LUMO level (eV): -2.834
HOMO level (hartree): -0.3692
Kohn-Sham gap (eV): 7.2
Total charge: 0

Atoms and positions in Å:
C1 -0.54 -2.39 -0.26
C2 0.45 2.63 0.05
N1 -0.68 -3.19 0.59
N2 0.70 3.77 0.18
P1 -0.12 0.89 -0.22
S1 1.25 0.10 1.02
H1 -1.06 -1.80 -1.35

These are the natural (NBO) partial charges, in e, on atoms 1 to 6: number 1, C, carries 0.010; number 2, C, carries -0.120; number 3, N, carries -0.311; number 4, N, carries -0.262; number 5, P, carries 0.607; number 6, S, carries -0.213

---

[8]
C2HN3O2 | the ωB97M-V functional and the def2-TZVPD basis

LUMO level (eV): -1.129
HOMO level (hartree): -0.4275
SMILES string: O=Cc1nnno1
Kohn-Sham gap (eV): 10.5
Total charge: 0

Atoms and positions in Å:
O1 1.06 1.33 -1.62
C1 1.14 1.00 -0.44
C2 0.06 -0.07 0.04
N1 0.00 -0.95 1.08
N2 -1.30 -1.48 1.04
N3 -1.85 -1.04 0.07
O2 -1.03 -0.03 -0.63
H1 1.92 1.25 0.45

These are the natural (NBO) partial charges, in e, on atoms 1 to 6: number 1, O, carries -0.436; number 2, C, carries 0.385; number 3, C, carries 0.389; number 4, N, carries -0.342; number 5, N, carries 0.009; number 6, N, carries 0.107

---

[9]
C2HN3O2 | the ωB97M-V functional and the def2-TZVPD basis

LUMO level (spin up / spin down) (eV): -2.367 / -3.605
HOMO level (spin up / spin down) (hartree): -0.4134 / -0.4101
Kohn-Sham gap (spin up / spin down) (eV): 8.9 / 7.6
Total charge: 0

Atoms and positions in Å:
C1 -1.05 1.36 -0.11
C2 0.36 -0.54 -0.07
N1 -1.72 2.21 0.28
N2 -0.22 -1.65 0.21
N3 -0.44 0.42 -0.74
O1 1.67 -0.57 0.12
O2 2.55 0.35 -0.02
H1 -1.16 -1.57 0.33

These are the natural (NBO) partial charges, in e, on atoms 1 to 6: number 1, C, carries 0.360; number 2, C, carries 0.604; number 3, N, carries -0.216; number 4, N, carries -0.570; number 5, N, carries -0.324; number 6, O, carries -0.129

---

[10]
C2HN3O2 | the ωB97M-V functional and the def2-TZVPD basis

LUMO level (eV): -1.116
HOMO level (hartree): -0.3745
SMILES string: n1c2[nH]n1-2.O=C=O
Kohn-Sham gap (eV): 9.1
Total charge: 0

Atoms and positions in Å:
N1 0.44 -1.40 0.56
C1 1.04 -0.20 0.53
N2 1.38 -0.26 -0.76
N3 0.24 -1.05 -0.76
H1 1.69 0.51 -1.49
O1 -2.13 0.08 1.35
C2 -1.60 0.77 0.62
O2 -1.05 1.56 -0.06

These are the natural (NBO) partial charges, in e, on atoms 1 to 6: number 1, N, carries -0.302; number 2, C, carries 0.310; number 3, N, carries -0.509; number 4, N, carries 0.085; number 5, H, carries 0.420; number 6, O, carries -0.486

---

[11]
C2HN3O3 | the ωB97M-V functional and the def2-TZVPD basis

LUMO level (spin up / spin down) (eV): -1.769 / -1.769
HOMO level (spin up / spin down) (hartree): -0.3611 / -0.3611
SMILES string: O=NC(=O)NC1=NO1
Kohn-Sham gap (spin up / spin down) (eV): 8.1 / 8.1
Total charge: 0

Atoms and positions in Å:
O1 1.44 1.82 1.19
N1 0.53 1.63 0.44
C1 0.47 0.83 -0.70
O2 0.77 1.28 -1.77
N2 -0.28 -0.35 -0.59
C2 -0.58 -1.04 0.50
N3 -0.57 -1.24 1.73
O3 -1.23 -2.18 0.67
H1 -0.55 -0.76 -1.48

These are the natural (NBO) partial charges, in e, on atoms 1 to 6: number 1, O, carries -0.150; number 2, N, carries 0.101; number 3, C, carries 0.696; number 4, O, carries -0.506; number 5, N, carries -0.632; number 6, C, carries 0.609

---

[12]
C2HN3O3 | the ωB97M-V functional and the def2-TZVPD basis

LUMO level (eV): 0.442
HOMO level (hartree): -0.4110
SMILES string: O=C=NC(=O)O.N#N
Kohn-Sham gap (eV): 11.6
Total charge: 0

Atoms and positions in Å:
O1 -1.00 2.22 0.23
C1 -0.10 1.56 -0.05
N1 0.88 0.89 -0.25
C2 1.25 -0.33 0.18
O2 0.65 -1.12 0.90
O3 2.41 -0.83 -0.42
H1 2.82 -0.19 -0.97
N2 -2.04 -0.65 -0.36
N3 -2.59 -1.58 -0.17

These are the natural (NBO) partial charges, in e, on atoms 1 to 6: number 1, O, carries -0.426; number 2, C, carries 0.962; number 3, N, carries -0.671; number 4, C, carries 0.877; number 5, O, carries -0.560; number 6, O, carries -0.666

---

[13]
C2HN4O4 | the ωB97M-V functional and the def2-TZVPD basis

LUMO level (eV): -7.040
HOMO level (hartree): -0.4779
Kohn-Sham gap (eV): 6.0
Total charge: +1

Atoms and positions in Å:
C1 0.12 -0.09 -0.03
C2 1.54 0.19 -0.15
N1 0.12 -1.54 0.24
N2 1.17 -2.06 0.22
N3 2.33 -0.80 -0.11
N4 -3.43 1.05 -0.01
O1 -0.94 0.54 -0.02
O2 3.47 -1.05 -0.12
O3 -3.52 -0.04 -0.16
O4 -3.34 2.15 0.10
H1 2.48 1.65 0.05

These are the natural (NBO) partial charges, in e, on atoms 1 to 6: number 1, C, carries 0.591; number 2, C, carries -0.170; number 3, N, carries -0.168; number 4, N, carries 0.112; number 5, N, carries 0.219; number 6, N, carries 0.869

---

[14]
C2HNO2S | the ωB97M-V functional and the def2-TZVPD basis

LUMO level (spin up / spin down) (eV): -1.884 / -1.886
HOMO level (spin up / spin down) (hartree): -0.3634 / -0.3634
SMILES string: O=S(=O)=c1cn1
Kohn-Sham gap (spin up / spin down) (eV): 8.0 / 8.0
Total charge: 0

Atoms and positions in Å:
O1 -1.94 -0.66 -0.19
S1 -1.22 0.57 -0.19
O2 -2.01 1.70 0.29
C1 0.36 0.22 0.48
C2 1.50 -0.35 -0.11
N1 0.71 -1.30 0.14
H1 2.60 -0.18 -0.42

These are the natural (NBO) partial charges, in e, on atoms 1 to 6: number 1, O, carries -0.859; number 2, S, carries 1.856; number 3, O, carries -0.848; number 4, C, carries -0.235; number 5, C, carries 0.023; number 6, N, carries -0.179

---

[15]
C2HNO3 | the ωB97M-V functional and the def2-TZVPD basis

LUMO level (eV): 0.685
HOMO level (hartree): -0.3821
SMILES string: C#[N+][O-].O=C=O
Kohn-Sham gap (eV): 11.1
Total charge: 0

Atoms and positions in Å:
C1 0.70 1.46 -0.90
N1 0.97 0.70 -0.08
O1 1.27 -0.10 0.77
H1 0.38 2.13 -1.66
O2 -0.87 -2.12 1.50
C2 -1.09 -1.39 0.63
O3 -1.36 -0.67 -0.25

These are the natural (NBO) partial charges, in e, on atoms 1 to 6: number 1, C, carries -0.023; number 2, N, carries 0.206; number 3, O, carries -0.431; number 4, H, carries 0.257; number 5, O, carries -0.504; number 6, C, carries 1.038

---

[16]
C2HNO3S | the ωB97M-V functional and the def2-TZVPD basis

LUMO level (eV): 0.138
HOMO level (hartree): -0.3614
SMILES string: O=c1[nH]oc(=S)o1
Kohn-Sham gap (eV): 10.0
Total charge: 0

Atoms and positions in Å:
O1 -2.57 -0.80 0.01
C1 -1.53 -0.25 -0.02
N1 -1.23 1.13 -0.11
O2 0.16 1.26 0.01
C2 0.72 -0.02 -0.01
S1 2.30 -0.27 0.00
O3 -0.30 -0.92 0.03
H1 -1.68 1.73 0.52

These are the natural (NBO) partial charges, in e, on atoms 1 to 6: number 1, O, carries -0.514; number 2, C, carries 0.845; number 3, N, carries -0.349; number 4, O, carries -0.323; number 5, C, carries 0.406; number 6, S, carries 0.000

---

[17]
C2HNO4 | the ωB97M-V functional and the def2-TZVPD basis

LUMO level (spin up / spin down) (eV): -1.383 / -1.133
HOMO level (spin up / spin down) (hartree): -0.3617 / -0.3730
Kohn-Sham gap (spin up / spin down) (eV): 8.5 / 9.0
Total charge: 0

Atoms and positions in Å:
C1 -1.11 -1.06 -0.17
C2 -0.76 0.24 -0.06
N1 1.55 0.64 0.01
O1 2.07 -0.16 0.68
O2 -1.30 -2.03 -0.82
O3 1.81 1.67 -0.59
O4 -0.99 -0.56 1.07
H1 -1.26 1.26 -0.12

These are the natural (NBO) partial charges, in e, on atoms 1 to 6: number 1, C, carries 0.700; number 2, C, carries 0.004; number 3, N, carries 0.532; number 4, O, carries -0.250; number 5, O, carries -0.492; number 6, O, carries -0.313

---

[18]
C2HNO4 | the ωB97M-V functional and the def2-TZVPD basis

LUMO level (spin up / spin down) (eV): -1.199 / -1.199
HOMO level (spin up / spin down) (hartree): -0.3675 / -0.3676
SMILES string: O=COC(=O)N=O
Kohn-Sham gap (spin up / spin down) (eV): 8.8 / 8.8
Total charge: 0

Atoms and positions in Å:
O1 -0.28 0.43 2.35
C1 -0.32 -0.52 1.65
O2 -0.11 -0.45 0.15
C2 0.06 0.57 -0.72
O3 -0.09 1.77 -0.52
N1 0.05 0.03 -2.05
O4 1.02 -0.22 -2.74
H1 -0.33 -1.61 1.88

These are the natural (NBO) partial charges, in e, on atoms 1 to 6: number 1, O, carries -0.444; number 2, C, carries 0.669; number 3, O, carries -0.596; number 4, C, carries 0.803; number 5, O, carries -0.516; number 6, N, carries 0.103

---

[19]
C2HNOS | the ωB97M-V functional and the def2-TZVPD basis

LUMO level (eV): 0.892
HOMO level (hartree): -0.3521
Kohn-Sham gap (eV): 10.5
Total charge: 0

Atoms and positions in Å:
C1 1.10 1.44 -0.04
C2 4.45 -1.13 -0.05
N1 0.82 0.28 -0.13
O1 3.36 -1.32 0.17
S1 1.55 2.92 -0.20
H1 0.69 -0.62 0.09

Formally, the natural (NBO) partial charges of the atoms, in units of the elementary charge, are as follows: number 1, C, carries 0.241; number 2, C, carries 0.518; number 3, N, carries -0.652; number 4, O, carries -0.519; number 5, S, carries -0.020; number 6, H, carries 0.432

---

[20]
C2HNOS3 | the ωB97M-V functional and the def2-TZVPD basis

LUMO level (spin up / spin down) (eV): -1.130 / -1.129
HOMO level (spin up / spin down) (hartree): -0.3076 / -0.3076
Kohn-Sham gap (spin up / spin down) (eV): 7.2 / 7.2
Total charge: 0

Atoms and positions in Å:
C1 -0.53 -1.64 -0.16
C2 0.17 0.31 0.66
N1 0.35 -0.66 -0.17
O1 1.30 2.46 -1.52
S1 -1.84 -1.62 0.94
S2 -1.06 0.27 1.73
S3 2.08 3.30 -0.59
H1 -0.46 -2.42 -0.88

These are the natural (NBO) partial charges, in e, on atoms 1 to 6: number 1, C, carries -0.059; number 2, C, carries -0.111; number 3, N, carries -0.518; number 4, O, carries -0.675; number 5, S, carries 0.144; number 6, S, carries 0.313

---

ΔE to the lowest compared entry with this formula, charge and spin, respectively: 54.3 78.7 47.2 36.1 67.5 14.3 56.1 103.7 192.6 147.1 177.9 5.6 96.6 143.4 45.6 36.2 143.2 64.9 11.2 5.0 kcal/mol.
Electronic energy, respectively: -11880.2821 -42589.1652 -17261.4826 -14646.3891 -14281.8831 -11551.6600 -25190.9776 -10651.5025 -10647.6486 -10649.6221 -12696.4055 -12703.8773 -16220.4249 -18504.6001 -9720.4497 -20556.3095 -11763.0673 -11766.4663 -16462.0463 -38129.1793 eV.